(1)
14
Properties=species:S:1:pos:R:3:forces:R:3:lowdin_charge:R:1 method="wB97M-V/def2-TZVPD" fmax_ev_per_a=2.6 homo_lumo_gap_ev=8.293 relative_energy_kcal_mol=119.67 molar_mass_g_mol=107.08 total_charge=+1
C 0.05854 -0.20843 0.65302 0.297 1.513 -1.009 -0.33
N -0.60359 -0.47453 1.70979 0.883 -0.420 -0.333 0.01
N -0.74878 -0.25453 2.90516 0.382 -0.277 -0.180 0.04
N -1.56158 -0.95737 3.61789 1.121 1.309 0.391 0.16
N 1.71398 0.07674 -2.20116 -1.217 -0.297 1.734 0.00
P -0.23432 1.29125 -0.37651 -0.425 -0.831 0.171 0.89
H 0.98773 -0.71417 0.28779 -1.060 -0.489 1.090 0.09
H -2.25030 -1.57933 3.34649 -1.389 -1.570 -1.476 0.12
H -1.61821 -0.63229 4.54058 -0.003 0.484 1.353 0.12
H 2.01902 -0.17843 -1.27823 0.764 0.205 -0.129 -0.01
H 2.31715 0.70386 -2.66181 0.786 0.196 -0.765 0.03
H 1.39560 -0.75630 -2.63407 0.249 -0.401 -1.105 0.03
H -0.45725 0.53944 -1.60365 -0.459 0.826 0.903 -0.05
H -1.47440 1.61981 0.26268 0.071 -0.249 -0.646 -0.08

---

(2)
65
Properties=species:S:1:pos:R:3:forces:R:3:lowdin_charge:R:1 method="wB97M-V/def2-TZVPD" fmax_ev_per_a=0.3 homo_lumo_gap_ev=6.816 relative_energy_kcal_mol=2.58 molar_mass_g_mol=830.26 total_charge=+1
Pt -1.49636 1.25959 0.27000 0.076 -0.008 -0.044 0.35
C 1.54166 -3.79112 -4.76408 0.002 0.003 -0.002 -0.04
C 0.36326 -4.09025 -3.82744 -0.004 0.008 0.004 -0.56
C 0.61032 -5.42142 -3.10427 0.000 0.002 0.003 -0.04
C -0.90224 -4.22853 -4.67273 -0.004 0.002 -0.003 -0.07
C 0.23924 -2.97018 -2.79606 -0.038 -0.029 -0.039 -0.16
C -0.89351 -2.19342 -2.66448 -0.001 0.002 0.014 -0.07
C -0.90310 -1.20460 -1.69369 -0.009 -0.031 -0.072 -0.51
Br -2.49433 -0.14222 -1.52791 -0.069 0.108 0.053 0.85
C 0.13575 -0.91851 -0.82653 -0.034 0.017 0.093 -0.38
O 0.06998 0.03206 0.11269 0.011 0.034 0.057 -0.44
C 1.30480 -1.71045 -0.95949 0.060 -0.051 -0.042 -0.07
C 1.30535 -2.69710 -1.93073 0.041 0.057 0.050 0.03
C 2.51350 -1.47584 -0.04598 -0.026 0.015 0.006 -0.53
C 3.66910 -2.43152 -0.35386 -0.039 -0.015 -0.008 -0.06
C 3.04667 -0.04708 -0.23189 -0.018 0.022 -0.014 -0.03
C 2.09997 -1.70814 1.41505 -0.014 0.012 0.023 -0.03
H 1.64227 -4.58617 -5.50524 0.000 0.000 0.001 0.09
H 2.48387 -3.72364 -4.21897 0.003 0.000 0.001 0.08
H 1.38871 -2.84829 -5.29253 -0.001 0.000 0.001 0.09
H 0.70226 -6.23094 -3.83075 0.000 0.001 0.000 0.09
H -0.21623 -5.65743 -2.43171 -0.001 0.000 0.000 0.09
H 1.52818 -5.39696 -2.51566 0.002 0.000 0.002 0.08
H -0.77095 -5.03640 -5.39349 0.000 0.001 0.002 0.09
H -1.11433 -3.31694 -5.23549 0.000 0.001 0.001 0.09
H -1.77280 -4.47242 -4.06040 -0.002 0.000 0.001 0.09
H -1.76184 -2.33864 -3.29066 0.000 -0.001 -0.008 0.10
H 2.19233 -3.30228 -2.03365 0.058 -0.026 0.008 0.10
H 4.04145 -2.30945 -1.37247 -0.008 0.001 -0.007 0.09
H 3.38712 -3.47520 -0.20621 -0.005 -0.013 -0.006 0.09
H 4.49457 -2.21493 0.32589 -0.005 -0.002 -0.003 0.09
H 3.37892 0.10427 -1.26075 0.003 -0.002 -0.003 0.09
H 3.90415 0.11486 0.42466 0.002 -0.001 0.006 0.09
H 2.28979 0.70150 -0.00605 0.001 0.002 0.002 0.06
H 1.77027 -2.73852 1.55925 0.007 -0.016 0.002 0.10
H 1.28364 -1.04810 1.70304 0.042 -0.034 0.002 0.05
H 2.95217 -1.53089 2.07522 0.007 0.006 0.004 0.09
C -1.24475 3.38617 3.35631 0.043 0.061 0.063 -0.39
Te 0.00763 2.28870 2.02550 -0.037 0.107 -0.061 1.42
C -0.02683 0.80252 3.55257 -0.041 -0.054 0.011 -0.36
C -0.32895 1.57060 4.81501 0.004 -0.002 0.006 -0.29
C -0.03428 1.03663 6.06495 -0.009 -0.002 -0.002 -0.03
C -0.33274 1.74925 7.21450 -0.001 0.002 0.001 -0.06
C -0.92193 3.00328 7.12169 0.003 -0.001 -0.003 -0.06
C -1.21117 3.54278 5.87913 -0.011 -0.002 -0.001 -0.03
C -0.91983 2.82921 4.72187 0.002 -0.013 -0.018 -0.29
H -2.27836 3.21919 3.06198 -0.040 -0.009 0.011 0.03
H -1.02376 4.44970 3.27882 0.013 -0.027 -0.013 0.07
H 0.93467 0.29549 3.58113 0.005 0.027 -0.013 0.06
H -0.80022 0.08160 3.29200 0.010 -0.018 0.014 0.08
H 0.43334 0.06245 6.13669 0.001 -0.001 -0.002 0.12
H -0.09625 1.33084 8.18344 -0.002 0.001 0.000 0.11
H -1.14632 3.56517 8.01821 0.000 0.000 0.000 0.11
H -1.66247 4.52474 5.80622 0.001 0.000 0.001 0.12
S -3.34727 2.66886 0.44301 0.024 -0.038 -0.200 0.52
C -2.91934 3.95144 -0.60552 0.113 -0.109 0.278 -1.05
N -3.70103 4.38603 -1.56347 -0.136 0.077 -0.069 -0.03
C -3.32157 5.63971 -2.21886 -0.015 0.013 0.016 -0.18
C -1.81079 5.74510 -2.03217 -0.066 -0.004 0.017 -0.38
S -1.48633 4.90419 -0.44775 0.080 -0.106 -0.093 0.95
H -4.59121 3.93450 -1.72493 0.011 0.002 -0.022 0.16
H -3.84556 6.46649 -1.73558 0.015 0.015 -0.003 0.13
H -3.59949 5.60589 -3.26966 0.000 0.008 -0.006 0.13
H -1.47781 6.77702 -1.97164 0.006 0.002 -0.001 0.09
H -1.26102 5.22774 -2.81609 -0.010 0.004 0.004 0.09

---

(3)
88
Properties=species:S:1:pos:R:3:forces:R:3:lowdin_charge:R:1 method="wB97M-V/def2-TZVPD" fmax_ev_per_a=9.0 homo_lumo_gap_ev=4.877 relative_energy_kcal_mol=46.20 molar_mass_g_mol=799.25 total_charge=+2
Hf 1.18757 2.10585 -2.57334 -4.551 -7.756 0.313 1.45
C 3.51605 4.66433 -2.07909 0.353 -0.050 0.760 -0.10
C 2.48626 5.02844 -1.28900 0.934 1.086 0.096 -0.12
C 1.29547 5.81215 -1.70620 -0.170 0.471 -0.129 -0.17
C 0.87040 5.53343 -3.15373 -0.501 0.107 -0.136 -0.15
C 0.76218 4.03212 -3.44701 1.486 3.247 -2.529 -0.23
C 1.89081 3.30456 -4.02369 0.762 3.577 -0.869 -0.36
C 3.14981 3.95642 -4.47015 0.195 0.161 -0.645 -0.16
C 3.78247 4.98966 -3.51698 0.106 0.390 -0.172 -0.15
C 1.67452 -0.27932 -2.02579 -0.067 -0.228 -0.305 -0.23
H 4.28239 3.99567 -1.64781 -0.232 0.734 0.076 0.13
H 2.54844 4.89986 -0.19390 0.126 -0.307 -0.892 0.12
H 1.48568 6.89013 -1.54264 -0.145 -0.330 -0.154 0.14
H 0.45650 5.54034 -1.04886 0.231 0.194 -0.123 0.08
H -0.13106 5.96016 -3.30414 0.214 -0.059 0.104 0.13
H 1.50819 6.07042 -3.86548 -0.092 -0.323 0.136 0.11
H -0.22674 3.86524 -3.92644 0.253 -0.800 0.983 0.12
H 1.59403 2.47259 -4.69520 -0.015 -0.321 0.233 0.09
H 2.83373 4.43787 -5.38579 0.531 0.423 -0.578 0.13
H 3.88412 3.19245 -4.73805 -0.058 0.039 0.023 0.12
H 4.87533 4.95858 -3.67646 -0.485 0.048 0.111 0.13
H 3.48057 6.02314 -3.76555 0.075 -0.600 0.146 0.12
H 2.16018 -0.85402 -2.84518 -0.221 0.335 0.227 0.00
H 0.67665 -0.73735 -1.84293 0.717 0.214 -0.425 -0.07
H 2.21760 -0.52995 -1.09632 0.040 0.426 -0.466 -0.01
P 0.32444 2.47828 0.48979 0.841 -0.692 -1.000 0.99
P -1.46097 0.39476 -2.32762 -0.016 -0.173 -0.386 1.04
C -0.47586 3.00036 -1.01794 -1.820 0.920 -1.349 -0.30
C -1.00561 2.20252 -2.14495 -1.442 -0.372 2.344 -0.46
C -0.11897 3.14352 2.08909 -0.944 0.179 0.276 -0.31
C -0.38501 4.51562 2.24814 0.214 -0.218 -0.015 -0.06
C -0.53352 5.03034 3.53263 -0.008 0.044 -0.003 -0.05
C -0.47736 4.19021 4.64338 0.078 -0.093 -0.166 -0.03
C -0.28210 2.82597 4.47589 0.047 -0.231 -0.217 -0.04
C -0.12362 2.28948 3.20364 0.233 -0.027 -0.522 -0.05
C 2.12353 2.72319 0.35454 1.167 -1.002 0.034 -0.29
C 2.69631 2.19541 -0.86718 1.921 0.230 1.262 -0.32
C 3.92242 1.46111 -0.84032 -1.145 1.237 0.206 -0.05
C 4.60402 1.39571 0.37182 -0.083 -0.530 0.098 -0.03
C 4.16609 2.08799 1.51205 0.198 -0.006 -0.478 -0.01
C 2.93134 2.74968 1.51138 -0.436 -0.531 -0.637 -0.04
C -3.25487 0.31234 -2.55802 -0.248 0.132 0.002 -0.40
C -4.06142 0.47378 -1.41142 0.111 -0.113 -0.519 -0.11
C -5.43759 0.29582 -1.52161 -0.001 0.135 0.003 -0.07
C -6.01919 -0.06381 -2.74049 0.410 0.068 -0.120 -0.06
C -5.20016 -0.28469 -3.84815 0.035 0.033 -0.078 -0.06
C -3.82077 -0.09920 -3.77299 -0.054 0.175 0.397 -0.08
C -0.77822 0.16525 -4.07881 -0.012 0.059 0.019 -0.39
C -0.40934 -1.16495 -4.39027 0.378 0.642 0.076 -0.10
C 0.50811 -1.42834 -5.40289 -0.534 -0.124 0.014 -0.05
C 0.98347 -0.39195 -6.21483 0.040 0.020 0.133 -0.05
C 0.49185 0.89947 -6.04545 0.069 -0.185 0.024 -0.09
C -0.41378 1.18786 -4.99426 0.489 -0.392 0.296 -0.14
H -0.98694 3.96691 -0.84354 0.598 -0.304 -0.597 0.09
H -1.63626 2.81366 -2.81718 0.521 -0.010 0.399 0.09
H -0.47224 5.16684 1.37893 0.135 -0.030 0.207 0.11
H -0.67826 6.09456 3.68939 -0.091 -0.130 -0.162 0.12
H -0.58998 4.58933 5.64582 0.011 0.046 -0.150 0.12
H -0.23254 2.16293 5.32828 -0.100 0.037 0.056 0.12
H 0.02081 1.21845 3.04143 -0.017 0.343 0.269 0.10
H 2.66666 2.86713 -1.82454 1.181 -0.231 1.740 0.05
H 4.28065 0.99990 -1.78112 -0.030 0.398 0.813 0.14
H 5.47403 0.75184 0.41311 0.151 0.243 0.176 0.12
H 4.77911 2.07140 2.41898 -0.253 0.065 -0.381 0.13
H 2.58512 3.24741 2.41203 -0.163 -0.295 -0.003 0.12
H -3.58768 0.71649 -0.45136 -0.315 -0.028 -0.346 0.10
H -6.07312 0.45185 -0.65914 0.038 -0.033 0.023 0.11
H -7.10116 -0.16177 -2.83719 0.341 -0.046 0.110 0.12
H -5.63007 -0.58758 -4.79500 -0.072 -0.006 0.065 0.11
H -3.17013 -0.28345 -4.63414 -0.431 0.130 0.245 0.10
H -0.81337 -1.96277 -3.77129 0.319 0.025 -0.006 0.12
H 0.84789 -2.45439 -5.55633 -0.107 0.332 -0.041 0.12
H 1.73440 -0.61852 -6.97607 -0.312 0.198 0.207 0.12
H 0.86788 1.69226 -6.70659 -0.438 -0.290 0.226 0.12
H -0.82975 2.20042 -4.94098 0.095 -0.426 0.167 0.10
C 0.26236 0.76648 0.25675 0.227 -0.529 1.818 -0.17
C 0.28481 -0.24090 0.96894 -0.494 1.761 -0.535 0.01
C 0.19922 -1.27438 1.89679 0.321 -0.826 0.232 -0.26
C 1.31576 -1.51634 2.71815 -0.253 -0.283 -0.029 -0.01
C 1.25242 -2.55875 3.63436 0.012 0.051 0.051 -0.05
C 0.09780 -3.34870 3.74695 -0.126 0.228 -0.463 -0.03
C -1.02327 -3.06745 2.94298 0.115 0.034 0.111 -0.04
C -0.97354 -2.03105 2.01380 -0.273 -0.189 0.111 0.00
H 2.18958 -0.87294 2.58937 -0.153 -0.381 0.194 0.12
H 2.11251 -2.75819 4.26508 -0.126 -0.048 -0.049 0.12
H 0.08206 -4.19888 4.43837 -0.043 0.464 -0.246 0.12
H -1.94183 -3.65048 3.04184 0.384 0.132 -0.014 0.12
H -1.82867 -1.77889 1.37329 0.375 -0.263 0.324 0.13

---

Copy entry 1 word for word.
14
Properties=species:S:1:pos:R:3:forces:R:3:lowdin_charge:R:1 method="wB97M-V/def2-TZVPD" fmax_ev_per_a=2.6 homo_lumo_gap_ev=8.293 relative_energy_kcal_mol=119.67 molar_mass_g_mol=107.08 total_charge=+1
C 0.05854 -0.20843 0.65302 0.297 1.513 -1.009 -0.33
N -0.60359 -0.47453 1.70979 0.883 -0.420 -0.333 0.01
N -0.74878 -0.25453 2.90516 0.382 -0.277 -0.180 0.04
N -1.56158 -0.95737 3.61789 1.121 1.309 0.391 0.16
N 1.71398 0.07674 -2.20116 -1.217 -0.297 1.734 0.00
P -0.23432 1.29125 -0.37651 -0.425 -0.831 0.171 0.89
H 0.98773 -0.71417 0.28779 -1.060 -0.489 1.090 0.09
H -2.25030 -1.57933 3.34649 -1.389 -1.570 -1.476 0.12
H -1.61821 -0.63229 4.54058 -0.003 0.484 1.353 0.12
H 2.01902 -0.17843 -1.27823 0.764 0.205 -0.129 -0.01
H 2.31715 0.70386 -2.66181 0.786 0.196 -0.765 0.03
H 1.39560 -0.75630 -2.63407 0.249 -0.401 -1.105 0.03
H -0.45725 0.53944 -1.60365 -0.459 0.826 0.903 -0.05
H -1.47440 1.61981 0.26268 0.071 -0.249 -0.646 -0.08